# 1
DFT (ωB97M-V/def2-TZVPD) results for a single C24H30N6O2 molecule at a distorted geometry.

```
62
Properties=species:S:1:pos:R:3:lowdin_charge:R:1
C -2.14737 -4.14165 -1.23480 -0.03
C -1.38999 -3.09619 -0.47669 -0.27
N -0.38086 -3.55574 0.23552 0.18
C 0.30346 -2.69395 0.95495 -0.34
N 1.31646 -2.90702 1.78143 0.14
C 1.64886 -1.68900 2.19818 -0.21
N 0.93102 -0.69884 1.70085 0.07
N 0.04645 -1.32075 0.90677 0.06
C -0.95383 -0.79756 0.14515 -0.14
N -1.15207 0.54862 0.07304 -0.04
C -0.94439 1.41580 1.22428 -0.13
C -0.54311 2.83668 0.82591 -0.11
C 0.47485 2.94023 -0.32161 -0.20
C 1.94119 2.84507 0.10896 -0.48
O 2.73626 3.72513 -0.15874 0.06
N 2.27473 1.72483 0.77720 0.08
C 3.64764 1.30196 0.89912 -0.11
C 4.04801 0.49234 -0.34666 -0.31
C 5.42839 -0.16683 -0.23039 -0.13
C 5.21190 -1.52634 -0.89235 -0.15
C 3.75812 -1.80680 -0.52318 -0.20
O 3.10191 -0.55332 -0.57904 -0.12
C 0.20794 1.88705 -1.41533 -0.09
C -1.14887 1.21263 -1.21161 -0.14
C -1.75136 -1.73407 -0.52216 -0.09
C -3.03386 -1.31019 -1.19763 -0.09
C -3.78414 -0.26024 -0.41884 -0.24
C -3.96899 -0.40708 0.95110 -0.04
C -4.66921 0.54094 1.67387 -0.08
C -5.20948 1.64444 1.03403 -0.09
C -5.05302 1.78613 -0.33318 -0.08
C -4.34622 0.83860 -1.05407 -0.06
H -2.26110 -3.86347 -2.28035 0.09
H -3.13697 -4.28929 -0.80362 0.09
H -1.59911 -5.07618 -1.16396 0.08
H 2.44255 -1.50909 2.89607 0.11
H -1.89695 1.46798 1.77346 0.12
H -0.20223 0.98131 1.89556 0.09
H -0.14530 3.34195 1.70697 0.13
H -1.44206 3.37824 0.52290 0.11
H 0.37278 3.94184 -0.75074 0.14
H 1.61195 0.96663 0.89281 0.08
H 4.28320 2.18598 0.97782 0.13
H 3.74077 0.68711 1.79666 0.12
H 3.99784 1.16469 -1.21470 0.15
H 6.20242 0.42478 -0.71261 0.12
H 5.68871 -0.29628 0.82135 0.12
H 5.88849 -2.29444 -0.52650 0.11
H 5.31437 -1.44282 -1.97487 0.11
H 3.24773 -2.48005 -1.21478 0.13
H 3.68783 -2.22667 0.48976 0.11
H 0.97963 1.11247 -1.38780 0.11
H 0.24209 2.34979 -2.40201 0.12
H -1.96019 1.94454 -1.24906 0.12
H -1.30173 0.47741 -1.99902 0.12
H -2.85294 -0.96020 -2.21792 0.12
H -3.68020 -2.18723 -1.27759 0.12
H -3.55407 -1.26878 1.45508 0.12
H -4.79738 0.41717 2.73938 0.10
H -5.75479 2.38592 1.59855 0.10
H -5.48145 2.63754 -0.84168 0.10
H -4.23428 0.95423 -2.12326 0.11
```

- HOMO-LUMO gap (eV) = 9.0
- LUMO level (eV) = 0.57
- relative energy (zero: lowest compared OMol25 entry of this formula, charge and spin) (kJ/mol) = 133.0
- electronic energy (eV) = -38411.2419
- SMILES string = Cc1nc2ncnn2c(N2CCC(C(=O)NC[C@H]3CCCO3)CC2)c1Cc1ccccc1

=====

# 2
DFT (ωB97M-V/def2-TZVPD) results for a single C6H8N2O2S molecule at a distorted geometry.

```
19
Properties=species:S:1:pos:R:3:lowdin_charge:R:1
C -3.59465 -0.36175 0.90678 -0.12
O -3.16360 -0.50758 -0.42858 -0.19
C -1.94289 -1.19875 -0.52157 -0.18
C -0.72785 -0.33708 -0.29156 -0.25
C -0.78967 1.01984 -0.26355 0.06
C 0.41380 1.79498 -0.07021 -0.45
O 0.52995 3.00030 -0.00349 0.06
N 1.56091 0.98278 0.07774 0.13
C 1.52697 -0.37104 0.00824 -0.71
S 3.01532 -1.30702 0.17901 0.85
N 0.43387 -1.05594 -0.15675 0.08
H -3.74566 -1.35127 1.40075 0.10
H -4.58036 0.16712 0.88631 0.10
H -2.89924 0.26797 1.49649 0.09
H -1.87111 -1.63249 -1.54027 0.15
H -1.90210 -2.04384 0.19241 0.13
H -1.73020 1.54367 -0.40529 0.13
H 2.41730 1.48789 0.21738 0.14
H 3.85771 -0.23354 0.28891 -0.12
```

- HOMO-LUMO gap (eV) = 9.5
- LUMO level (eV) = 0.39
- relative energy (zero: lowest compared OMol25 entry of this formula, charge and spin) (kJ/mol) = 71.9
- electronic energy (eV) = -24262.0278
- SMILES string = COCc1cc(=O)[nH]c(S)n1

=====

# 3
DFT (ωB97M-V/def2-TZVPD) results for a molecular structure, C16H10BrF5MnN2O2Te at a distorted geometry.

```
38
Properties=species:S:1:pos:R:3:lowdin_charge:R:1
Mn -0.96686 -0.63399 -0.30549 1.03
Br -2.38183 5.41262 3.60078 0.79
C -2.34551 3.88310 2.48933 -0.67
C -3.53628 3.15445 2.28710 -0.07
C -3.52514 2.01324 1.53887 0.03
C -2.32416 1.53338 0.95181 -0.29
O -2.29470 0.44021 0.29766 -0.12
C -1.11687 2.32047 1.10864 -0.11
C 0.09686 1.94243 0.48502 0.02
N 0.30150 0.83364 -0.19660 0.00
C 1.56417 0.51820 -0.72275 -0.17
C 2.75603 1.20097 -0.54756 0.02
C 3.93460 0.72738 -1.13602 -0.04
C 3.95813 -0.42380 -1.88163 0.00
C 2.77120 -1.16278 -2.07543 -0.13
C 2.69533 -2.36113 -2.81332 0.05
C 1.48493 -2.99271 -2.94953 0.00
C 0.34783 -2.44562 -2.34626 -0.06
N 0.38482 -1.32866 -1.63707 0.01
C 1.57453 -0.67837 -1.49540 -0.13
C -1.16988 3.48931 1.89432 -0.07
H -4.44807 3.50306 2.74728 0.12
H -4.42459 1.43797 1.38730 0.13
H 0.91397 2.65257 0.59404 0.14
H 2.81273 2.09920 0.04563 0.11
H 4.84650 1.28429 -0.99187 0.12
H 4.87555 -0.78660 -2.31966 0.13
H 3.58469 -2.76696 -3.27240 0.14
H 1.38634 -3.90267 -3.51774 0.12
H -0.61238 -2.93671 -2.45154 0.13
H -0.26957 4.06936 2.03538 0.12
F -0.99155 -3.71216 3.01300 -0.33
Te -1.42906 -2.81520 1.42966 1.90
F -2.14334 -2.17365 -0.41518 -0.39
F -2.78748 -1.67295 2.15815 -0.35
F -2.86264 -4.02865 1.27077 -0.33
F -0.53814 -4.06571 0.27238 -0.36
O -0.12168 -1.62755 1.46831 -0.52
```

- HOMO-LUMO gap (spin up / spin down) (eV) = 6.2 / 6.6
- ⟨S²⟩ = 6.05
- LUMO level (spin up / spin down) (eV) = -5.35 / -5.00
- electronic energy (eV) = -146068.0772
- spin multiplicity = 5
- net charge = +1

=====

# 4
DFT (ωB97M-V/def2-TZVPD) results for a single C4H8O2 molecule.

```
14
Properties=species:S:1:pos:R:3:lowdin_charge:R:1
C -1.80492 -0.28370 0.20593 0.00
C -0.68719 0.65764 -0.16706 -0.39
O -0.86881 1.64583 -0.85144 0.09
C 0.71861 0.36962 0.35975 -0.39
C 1.29877 -0.90745 -0.26066 -0.03
O 1.55328 1.46201 0.09632 -0.02
H -1.65886 -1.26462 -0.26074 0.08
H -2.75841 0.13074 -0.12659 0.09
H -1.82557 -0.44199 1.29053 0.09
H 0.62822 0.23254 1.44954 0.15
H 0.58592 -1.73875 -0.27388 0.07
H 2.18110 -1.22525 0.30090 0.08
H 1.60806 -0.68745 -1.28648 0.09
H 1.02978 2.05082 -0.47611 0.09
```

- HOMO-LUMO gap (eV) = 11.1
- LUMO level (eV) = 0.85
- relative energy (zero: lowest compared OMol25 entry of this formula, charge and spin) (kJ/mol) = 66.0
- electronic energy (eV) = -8372.5973
- SMILES string = CC(=O)[C@@H](C)O

=====

# 5
DFT (ωB97M-V/def2-TZVPD) results for 2 unconnected molecules or ions with the total composition C2H7N2OP at a distorted geometry.

```
13
Properties=species:S:1:pos:R:3:lowdin_charge:R:1
C 0.53547 2.65695 0.18607 -0.28
C -1.01807 -1.33709 -1.05522 -0.25
N 1.08941 1.82893 -0.53051 0.02
N 0.75853 -1.38763 0.84051 -0.12
O -1.14649 0.19305 1.46723 -0.37
P -0.40316 -0.30482 0.30258 0.62
H 0.90340 3.65299 0.23024 0.04
H -0.14425 2.58840 1.07075 0.06
H -0.23411 -1.39465 -1.90316 0.07
H -0.94347 -2.43714 -0.76326 0.05
H -2.11794 -1.19350 -1.33529 0.07
H 1.21223 -1.92682 0.14124 0.03
H 1.50843 -0.93867 1.34880 0.05
```

- HOMO-LUMO gap (spin up / spin down) (eV) = 8.6 / 7.7
- LUMO level (spin up / spin down) (eV) = -0.35 / -0.20
- relative energy (zero: lowest compared OMol25 entry of this formula, charge and spin) (kJ/mol) = 341.1
- electronic energy (eV) = -16501.6405

=====

What did the fifth record say?
DFT (ωB97M-V/def2-TZVPD) results for 2 unconnected molecules or ions with the total composition C2H7N2OP at a distorted geometry.

```
13
Properties=species:S:1:pos:R:3:lowdin_charge:R:1
C 0.53547 2.65695 0.18607 -0.28
C -1.01807 -1.33709 -1.05522 -0.25
N 1.08941 1.82893 -0.53051 0.02
N 0.75853 -1.38763 0.84051 -0.12
O -1.14649 0.19305 1.46723 -0.37
P -0.40316 -0.30482 0.30258 0.62
H 0.90340 3.65299 0.23024 0.04
H -0.14425 2.58840 1.07075 0.06
H -0.23411 -1.39465 -1.90316 0.07
H -0.94347 -2.43714 -0.76326 0.05
H -2.11794 -1.19350 -1.33529 0.07
H 1.21223 -1.92682 0.14124 0.03
H 1.50843 -0.93867 1.34880 0.05
```

- HOMO-LUMO gap (spin up / spin down) (eV) = 8.6 / 7.7
- LUMO level (spin up / spin down) (eV) = -0.35 / -0.20
- relative energy (zero: lowest compared OMol25 entry of this formula, charge and spin) (kJ/mol) = 341.1
- electronic energy (eV) = -16501.6405